Below is C5H11NOS in the gas phase at a distorted geometry, with properties calculated with ωB97M-V/def2-TZVPD.

* HOMO-LUMO gap: 0.34135 Ha
* relative energy (zero: lowest compared OMol25 entry of this formula, charge and spin): 145.51 kJ/mol
* SMILES string: OC[C@@]1(S)CCNC1
* HOMO: -8.5 eV
* energy: -725.2695 hartree

```
! wB97M-V def2-TZVPD RIJCOSX def2/J DEFGRID3
* xyz 0 1
O -2.52236 -0.66277 -0.57594
C -1.64288 -0.56885 0.52465
C -0.49010 0.28175 0.15956
S -1.12894 1.95908 -0.15206
C 0.68432 0.23362 1.14473
C 1.95584 -0.01270 0.26834
N 1.50067 0.28780 -1.08308
C 0.13537 -0.26169 -1.14106
H -3.25619 -1.13895 -0.23504
H -2.19811 -0.06481 1.34555
H -1.31192 -1.52466 0.90580
H 0.03260 2.50171 -0.66705
H 0.83862 1.20556 1.64786
H 0.51711 -0.53675 1.86111
H 2.78125 0.64549 0.53518
H 2.30105 -1.07807 0.41089
H 2.11709 0.01630 -1.82863
H 0.06880 -1.35118 -1.05241
H -0.38222 0.06913 -2.06839
*
```

Below is 2 unconnected molecules or ions with the total composition C5H11NOS at a distorted geometry, with properties calculated with ωB97M-V/def2-TZVPD.

* HOMO-LUMO gap: 0.32606 Ha
* relative energy (zero: lowest compared OMol25 entry of this formula, charge and spin): 770.82 kJ/mol
* HOMO: -9.1 eV
* energy: -725.0313 hartree

```
! wB97M-V def2-TZVPD RIJCOSX def2/J DEFGRID3
* xyz 0 1
C 1.22256 -1.07978 -0.88333
C 0.10888 -0.85536 0.11179
C -1.10095 0.09310 -0.12196
C -0.17045 0.57082 0.86055
C 0.82177 1.74311 0.74379
H 1.00939 -2.07875 -1.25161
H 2.17528 -1.05905 -0.40048
H 1.14200 -0.20413 -1.63565
H -1.88106 -2.17563 -0.04012
H -2.01103 -0.42287 0.06101
H -1.45963 -0.10624 -2.10161
H -0.11554 1.09709 -1.74003
H 1.21825 1.44721 -0.29612
H 1.63838 1.92120 1.59519
H 0.14281 2.79306 0.76473
H -0.29845 -0.84327 2.68398
N -1.27958 0.84474 -1.40199
O -0.61306 0.51882 2.23343
S -0.54956 -2.20410 0.81843
*
```

Below is 3 unconnected molecules or ions with the total composition C5H11NOS3 at a distorted geometry, with properties calculated with ωB97M-V/def2-TZVPD.

* HOMO-LUMO gap: 0.32511 Ha
* relative energy (zero: lowest compared OMol25 entry of this formula, charge and spin): 336.52 kJ/mol
* HOMO: -8.8 eV
* energy: -1521.5578 hartree

```
! wB97M-V def2-TZVPD RIJCOSX def2/J DEFGRID3
* xyz 0 1
C 0.53132 -2.88619 1.23409
C 1.68003 1.50724 0.45646
C 0.99078 -1.36794 -3.04951
C -3.19228 2.14783 1.71420
C -0.85677 0.77532 0.81373
N 0.30283 -1.72889 1.24797
O 0.92775 -3.96943 1.24461
S 0.03950 2.18893 0.82435
S 2.54143 -1.27634 -2.16670
S -2.44512 0.61197 1.03090
H 1.66092 0.53615 1.05330
H 2.22195 2.34017 0.83517
H 1.63388 1.26916 -0.58307
H 0.60223 -2.34347 -3.46015
H 0.92720 -0.79054 -4.06726
H 0.28658 -0.81588 -2.35609
H -3.29320 2.85987 0.97591
H -2.44297 2.50701 2.35200
H -4.02500 1.76235 2.27944
H 2.20415 -2.33547 -1.28332
H -0.29521 -0.99186 0.90398
*
```

What did the second record say?
Below is 2 unconnected molecules or ions with the total composition C5H11NOS at a distorted geometry, with properties calculated with ωB97M-V/def2-TZVPD.

* HOMO-LUMO gap: 0.32606 Ha
* relative energy (zero: lowest compared OMol25 entry of this formula, charge and spin): 770.82 kJ/mol
* HOMO: -9.1 eV
* energy: -725.0313 hartree

```
! wB97M-V def2-TZVPD RIJCOSX def2/J DEFGRID3
* xyz 0 1
C 1.22256 -1.07978 -0.88333
C 0.10888 -0.85536 0.11179
C -1.10095 0.09310 -0.12196
C -0.17045 0.57082 0.86055
C 0.82177 1.74311 0.74379
H 1.00939 -2.07875 -1.25161
H 2.17528 -1.05905 -0.40048
H 1.14200 -0.20413 -1.63565
H -1.88106 -2.17563 -0.04012
H -2.01103 -0.42287 0.06101
H -1.45963 -0.10624 -2.10161
H -0.11554 1.09709 -1.74003
H 1.21825 1.44721 -0.29612
H 1.63838 1.92120 1.59519
H 0.14281 2.79306 0.76473
H -0.29845 -0.84327 2.68398
N -1.27958 0.84474 -1.40199
O -0.61306 0.51882 2.23343
S -0.54956 -2.20410 0.81843
*
```

Question: Number 1 is which compound?
Answer: C5H11NOS

Question: Which of these has the lowest energy?
Answer: C5H11NOS3